# 1
{"formula": "C28H25CoFIN5O7", "method": "the ωB97M-V functional and the def2-TZVPD basis", "elements": ["Co", "C", "O", "C", "C", "C", "C", "C", "C", "O", "C", "O", "C", "H", "H", "H", "H", "H", "H", "H", "H", "H", "C", "C", "N", "C", "C", "N", "C", "O", "O", "C", "O", "O", "H", "H", "H", "H", "H", "N", "C", "C", "C", "C", "C", "C", "N", "C", "C", "C", "C", "N", "C", "C", "H", "H", "H", "H", "H", "H", "H", "H", "H", "I", "C", "H", "H", "F"], "xyz": [[-0.028735, -0.477742, 0.100296], [4.116181, -0.212372, 5.593988], [2.986524, -0.917676, 6.057500], [1.928642, -1.032298, 5.183973], [0.848681, -1.803443, 5.655873], [-0.225235, -1.986586, 4.822096], [-0.311533, -1.433778, 3.533510], [-1.510839, -1.592711, 2.712240], [-2.566006, -2.637930, 3.052167], [-1.716723, -0.921986, 1.711938], [0.783677, -0.629043, 3.052450], [0.855742, -0.079845, 1.914580], [1.903051, -0.466823, 3.938771], [4.852225, -0.250207, 6.395865], [3.873636, 0.830922, 5.372421], [4.532331, -0.671913, 4.693567], [0.888043, -2.229630, 6.648874], [-1.055365, -2.569378, 5.200363], [-2.391163, -3.199613, 3.965981], [-2.591998, -3.328723, 2.208193], [-3.537574, -2.146193, 3.100046], [2.725216, 0.106493, 3.539146], [-0.849614, -0.796829, -4.507657], [-1.460163, 0.220760, -3.607706], [-1.022083, 0.524188, -2.411050], [-1.872585, 1.481110, -1.926051], [-2.837711, 1.769201, -2.858641], [-2.560057, 0.951857, -3.925222], [-3.968115, 2.709333, -2.941496], [-4.110209, 3.528228, -1.930604], [-4.699064, 2.707728, -3.922134], [-1.731428, 2.021535, -0.539925], [-2.366944, 3.087664, -0.284796], [-1.007686, 1.396689, 0.240835], [-0.197009, -1.423254, -3.904783], [-0.263581, -0.332954, -5.303295], [-1.615174, -1.427723, -4.963376], [-3.129472, 0.917530, -4.754455], [-3.371607, 3.338404, -1.219644], [4.630625, 4.255357, -2.494212], [5.558908, 4.754631, -3.375939], [6.199143, 5.978162, -3.475868], [7.106540, 6.139487, -4.520564], [7.353484, 5.102034, -5.422672], [6.707448, 3.877055, -5.316108], [5.791961, 3.694133, -4.280301], [5.027055, 2.602502, -3.957493], [4.330600, 2.957901, -2.884209], [3.377648, 2.154808, -2.178581], [3.001395, 0.884090, -2.661423], [2.069188, 0.150861, -1.973817], [1.471175, 0.574306, -0.845107], [1.829449, 1.775305, -0.365018], [2.757687, 2.579074, -0.982388], [4.180130, 4.755668, -1.750643], [6.004617, 6.780943, -2.775091], [7.626133, 7.082956, -4.633826], [8.066281, 5.259703, -6.223573], [6.901430, 3.076666, -6.018619], [3.447150, 0.499611, -3.567719], [1.761939, -0.824401, -2.330279], [1.337403, 2.076845, 0.549699], [2.998935, 3.528131, -0.518891], [3.097483, -2.188517, 0.597433], [0.990961, -2.157405, 0.060456], [0.535313, -2.845341, 0.770639], [0.965234, -2.593739, -0.933263], [-1.211816, -1.628190, -0.851612]], "forces_ev_per_a": [[0.6, -0.5, 0.6], [-0.1, -0.1, 0.0], [0.1, 0.0, 0.1], [0.0, 0.0, -0.1], [0.1, 0.0, 0.1], [0.0, 0.0, -0.1], [-0.1, -0.1, 0.0], [0.1, 0.2, -0.3], [0.0, 0.0, 0.0], [-0.3, -0.3, 0.4], [0.1, 0.2, -0.4], [0.1, 0.4, 0.4], [0.0, 0.0, 0.3], [0.0, 0.0, 0.0], [0.0, 0.0, 0.0], [0.0, 0.0, 0.0], [0.0, 0.0, 0.0], [0.0, 0.0, 0.0], [0.0, 0.0, 0.0], [0.0, 0.0, 0.0], [0.0, 0.0, 0.0], [0.0, 0.0, 0.0], [0.0, 0.0, 0.1], [0.0, 0.1, 0.2], [-0.1, 0.3, -0.5], [0.1, -0.2, -0.1], [0.0, 0.0, -0.1], [-0.1, -0.1, -0.1], [0.0, 0.1, 0.2], [-0.6, 0.0, -0.7], [0.0, 0.0, -0.1], [0.1, -0.2, -0.2], [0.0, 0.0, 0.3], [0.1, 0.0, 0.3], [0.0, 0.0, 0.0], [0.0, 0.0, 0.0], [0.0, 0.0, 0.0], [0.0, 0.0, 0.0], [0.4, 0.1, 0.5], [-0.1, -0.4, -0.1], [-0.1, -0.3, -0.1], [0.2, 0.2, -0.2], [-0.3, 0.0, 0.3], [0.0, -0.2, -0.1], [0.0, 0.1, 0.0], [0.2, 0.4, 0.0], [-0.6, 0.0, 0.8], [1.3, 0.9, -1.1], [-1.4, -1.2, 1.0], [0.6, 0.9, 0.0], [-0.6, 0.0, 0.7], [0.6, 0.6, -0.5], [-0.3, -0.8, 0.0], [0.7, 0.1, -0.9], [0.0, 0.0, 0.0], [0.0, 0.0, 0.0], [0.0, 0.0, 0.0], [0.0, 0.0, 0.0], [0.0, 0.0, 0.0], [0.0, 0.0, 0.0], [-0.1, 0.0, 0.1], [0.0, -0.1, 0.0], [0.0, 0.0, 0.0], [0.4, -0.1, 0.1], [-0.6, 0.3, 0.0], [0.1, -0.2, 0.0], [0.1, -0.2, -0.1], [-0.6, -0.1, -0.6]], "nbo_charge": [1.20, -0.25, -0.52, 0.31, -0.38, -0.12, -0.34, 0.57, -0.71, -0.57, 0.47, -0.74, -0.37, 0.17, 0.17, 0.18, 0.20, 0.19, 0.19, 0.24, 0.22, 0.21, -0.65, 0.36, -0.42, 0.03, -0.05, -0.51, 0.77, -0.69, -0.68, 0.79, -0.75, -0.69, 0.26, 0.20, 0.21, 0.42, 0.50, -0.55, 0.17, -0.27, -0.23, -0.24, -0.21, 0.08, -0.46, 0.38, -0.02, -0.23, 0.07, -0.40, 0.06, -0.25, 0.42, 0.21, 0.20, 0.20, 0.22, 0.23, 0.22, 0.25, 0.19, -0.15, -0.79, 0.18, 0.17, -0.81], "homo_ev": [-1.65, -1.25], "total_charge": -2, "spin_multiplicity": 2}

---

# 2
{"formula": "C28H25CrF4N2P", "method": "the ωB97M-V functional and the def2-TZVPD basis", "elements": ["Cr", "C", "N", "C", "C", "C", "N", "C", "C", "F", "C", "F", "C", "C", "F", "C", "F", "H", "H", "H", "H", "H", "H", "H", "H", "H", "H", "H", "C", "C", "C", "C", "C", "C", "P", "C", "C", "C", "C", "C", "C", "C", "C", "C", "C", "C", "C", "H", "H", "H", "H", "H", "H", "H", "H", "H", "H", "H", "H", "H", "H"], "xyz": [[0.123900, -0.422000, -0.198400], [-2.825600, -0.746700, 0.549400], [-1.944800, -0.130800, -0.441300], [-2.269100, -0.672900, -1.764700], [-2.168600, 1.326800, -0.429700], [-1.082500, 2.084200, -1.199400], [0.169200, 1.428000, -0.924600], [1.338000, 1.978000, -1.214400], [2.481200, 1.142800, -1.086600], [2.207600, -0.182200, -0.714500], [3.768300, 1.553500, -1.320800], [4.778500, 0.676600, -1.197900], [4.030200, 2.860400, -1.702800], [2.940700, 3.707800, -1.866100], [3.164500, 4.975000, -2.261000], [1.644800, 3.300100, -1.645800], [0.652600, 4.206600, -1.837400], [-3.880900, -0.543900, 0.331500], [-2.588000, -0.350800, 1.536200], [-2.658600, -1.822200, 0.564200], [-3.331300, -0.515500, -1.998800], [-2.058500, -1.741800, -1.775100], [-1.658200, -0.190500, -2.528100], [-2.125400, 1.648600, 0.613300], [-3.162700, 1.570500, -0.834200], [-1.103800, 3.133000, -0.879200], [-1.281400, 2.067800, -2.283200], [5.032200, 3.208800, -1.870900], [4.403500, 0.712900, 2.115600], [3.410800, 1.562500, 2.573500], [2.110900, 1.109000, 2.687700], [1.786800, -0.205100, 2.354900], [2.791800, -1.060800, 1.914300], [4.091200, -0.598100, 1.794100], [0.018400, -0.681200, 2.549400], [0.093600, -0.854800, 4.391200], [1.006700, -1.644300, 5.085100], [1.011700, -1.636400, 6.468600], [0.134200, -0.824100, 7.170200], [-0.762700, -0.023500, 6.486200], [-0.787700, -0.051100, 5.105300], [0.042800, -2.379200, 1.884900], [-0.007300, -3.556600, 2.612400], [0.071300, -4.762600, 1.933400], [0.157300, -4.765300, 0.551300], [0.136000, -3.573900, -0.159300], [0.079400, -2.324300, 0.468400], [5.417900, 1.069300, 2.014200], [3.652400, 2.579400, 2.844900], [1.332300, 1.769700, 3.048100], [2.558000, -2.087400, 1.664300], [4.865900, -1.260100, 1.440600], [1.714300, -2.261500, 4.548200], [1.708400, -2.259900, 7.011200], [0.158400, -0.807500, 8.249300], [-1.437900, 0.620800, 7.029300], [-1.493600, 0.562700, 4.560900], [-0.103500, -3.541100, 3.689800], [0.081900, -5.694300, 2.480600], [0.239800, -5.708400, 0.025900], [0.179600, -3.628900, -1.243700]], "forces_ev_per_a": [[0.0, 0.6, -0.5], [-0.1, -0.3, 0.3], [-0.5, 0.1, -0.1], [0.0, -0.2, -0.3], [0.2, 0.6, -0.1], [-0.3, 0.0, -0.1], [-0.6, 0.1, 0.2], [1.3, 0.5, -0.3], [-0.4, 0.1, 0.0], [0.3, 0.6, -0.4], [0.0, -0.1, 0.0], [-0.1, 0.1, 0.0], [-0.3, 0.0, 0.0], [0.4, -0.2, 0.0], [-0.1, -0.2, 0.1], [-0.3, -0.3, 0.1], [0.1, -0.2, 0.0], [0.0, 0.0, -0.1], [0.0, 0.0, -0.1], [0.0, 0.0, 0.0], [0.1, 0.0, 0.0], [0.0, 0.0, 0.0], [0.0, 0.0, 0.0], [0.0, -0.1, 0.0], [0.1, -0.1, 0.1], [-0.1, -0.2, -0.1], [-0.1, 0.1, 0.1], [0.2, 0.0, -0.1], [0.0, -0.1, 0.0], [0.0, 0.2, 0.1], [-0.1, -0.1, -0.1], [-0.1, 0.0, -0.2], [-0.1, 0.0, 0.2], [0.1, 0.0, 0.0], [0.6, -0.5, 0.9], [-0.4, 0.3, -0.3], [0.0, 0.0, -0.1], [0.1, -0.1, 0.0], [0.0, 0.1, 0.0], [0.0, 0.0, 0.3], [0.0, 0.0, -0.2], [-0.3, 0.4, -0.2], [0.0, 0.0, 0.0], [0.0, -0.1, 0.0], [0.0, -0.2, 0.0], [0.1, 0.2, -0.2], [0.1, -1.4, 0.7], [0.1, 0.0, 0.0], [0.0, 0.1, 0.0], [0.0, 0.1, 0.0], [0.0, 0.0, -0.1], [0.1, -0.1, -0.1], [0.1, 0.0, -0.1], [0.1, 0.0, 0.0], [0.0, 0.0, 0.1], [-0.1, 0.0, 0.0], [0.0, 0.1, 0.0], [0.0, 0.0, 0.0], [-0.1, -0.1, 0.0], [0.0, 0.0, 0.0], [0.0, 0.0, 0.0]], "nbo_charge": [1.22, -0.41, -0.47, -0.42, -0.22, -0.23, -0.78, 0.18, 0.20, -0.36, 0.38, -0.31, -0.41, 0.38, -0.31, 0.22, -0.32, 0.19, 0.22, 0.22, 0.20, 0.22, 0.20, 0.21, 0.19, 0.22, 0.18, 0.25, -0.21, -0.20, -0.24, -0.26, -0.23, -0.20, 0.78, -0.34, -0.14, -0.23, -0.20, -0.21, -0.20, -0.38, -0.22, -0.22, -0.23, -0.18, -0.51, 0.22, 0.21, 0.22, 0.23, 0.22, 0.21, 0.21, 0.21, 0.21, 0.21, 0.22, 0.21, 0.21, 0.18], "homo_ev": [-7.13, -7.60], "total_charge": 0, "spin_multiplicity": 5}